# 1
Entry from the OMol25 dataset: the molecule C6H11NOS2 in a non-equilibrium geometry (ωB97M-V/def2-TZVPD).

energy relative to the best compared isomer or geometry (same formula, charge and spin)	1.9925	eV
Kohn-Sham gap	9.750	eV

Last columns: bonded neighbours and bond lengths (Å).
Geometry (Å):
1 C 0.269 -2.640 0.209  H7 1.159, H8 1.049, H9 1.084, S20 1.743
2 C -0.763 -0.409 0.918  C3 1.480, H10 1.117, H11 1.186, S20 1.770
3 C -1.467 0.841 0.554  C2 1.480, C4 1.536, H12 1.173, H13 1.131
4 C -0.489 1.959 0.164  C3 1.536, C5 1.546, H14 1.146, H15 1.068
5 C 0.540 1.712 -0.963  C4 1.546, H16 1.035, H17 1.185, N18 1.399
6 C 2.652 0.287 -0.462  N18 1.216, S21 1.548
7 H 0.362 -3.480 -0.583  C1 1.159
8 H 1.156 -2.190 0.541  C1 1.049
9 H -0.323 -2.942 1.066  C1 1.084
10 H -1.378 -0.945 1.680  C2 1.117
11 H 0.245 -0.269 1.527  C2 1.186
12 H -1.812 0.373 -0.465  C3 1.173
13 H -2.318 1.078 1.259  C3 1.131
14 H -1.294 2.638 -0.286  C4 1.146
15 H 0.098 2.436 0.918  C4 1.068
16 H 0.657 2.644 -1.398  C5 1.035
17 H 0.045 1.164 -1.890  C5 1.185
18 N 1.759 1.081 -0.692  C5 1.399, C6 1.216
19 O -1.484 -1.517 -1.494  S20 1.552
20 S -0.265 -1.187 -0.592  C1 1.743, C2 1.770, O19 1.552
21 S 3.812 -0.632 -0.010  C6 1.548

***

# 2
Entry from the OMol25 dataset: the ion C5H11N2 with charge +1 in a non-equilibrium geometry (ωB97M-V/def2-TZVPD).

net charge	+1
structure (SMILES)	C/C=C/[NH+]=N/CC
energy relative to the best compared isomer or geometry (same formula, charge and spin)	3.7823	eV
Kohn-Sham gap	9.094	eV

Last columns: bonded neighbours and bond lengths (Å).
Geometry (Å):
1 C -3.402 0.271 -0.016  C2 1.459, H8 1.016, H9 1.133, H10 1.113
2 C -1.976 -0.022 -0.113  C1 1.459, C3 1.318, H11 1.134
3 C -1.127 0.935 0.201  C2 1.318, N4 1.523, H12 1.141
4 N 0.369 0.719 0.014  C3 1.523, N5 1.270, H13 1.051
5 N 1.412 1.440 -0.053  N4 1.270, C6 1.378
6 C 2.595 0.736 -0.004  N5 1.378, C7 1.581, H14 1.129, H15 1.126
7 C 2.504 -0.842 0.030  C6 1.581, H16 1.116, H17 1.049, H18 1.161
8 H -3.676 0.220 0.961  C1 1.016
9 H -4.063 -0.412 -0.633  C1 1.133
10 H -3.499 1.330 -0.344  C1 1.113
11 H -1.584 -0.998 -0.538  C2 1.134
12 H -1.492 1.955 0.560  C3 1.141
13 H 0.585 -0.307 0.086  N4 1.051
14 H 3.297 1.277 0.696  C6 1.129
15 H 2.833 0.863 -1.098  C6 1.126
16 H 1.959 -1.339 0.867  C7 1.116
17 H 2.012 -1.010 -0.881  C7 1.049
18 H 3.614 -1.178 -0.043  C7 1.161

***

# 3
Entry from the OMol25 dataset: the molecule C2H3ClF2 in a non-equilibrium geometry (ωB97M-V/def2-TZVPD).

structure (SMILES)	CC(F)(F)Cl
energy relative to the best compared isomer or geometry (same formula, charge and spin)	1.0769	eV
Kohn-Sham gap	12.235	eV

Last columns: bonded neighbours and bond lengths (Å).
Geometry (Å):
1 C 0.947 0.140 -0.032  C2 1.774, H6 1.028, H7 1.152, H8 1.013
2 C -0.804 -0.147 -0.037  C1 1.774, F3 1.425, F4 1.298, Cl5 1.756
3 F -1.095 -0.902 1.136  C2 1.425
4 F -1.020 -0.865 -1.097  C2 1.298
5 Cl -1.797 1.301 -0.011  C2 1.756
6 H 1.260 0.908 -0.639  C1 1.028
7 H 1.258 0.327 1.062  C1 1.152
8 H 1.251 -0.761 -0.383  C1 1.013

***

How do the records compare in E_LUMO? In the order shown, they have 0.665 -5.508 0.890 eV.